[1]
ORCA calculation (the ωB97M-V functional and the def2-TZVPD basis) on one molecule with the formula C14H12FNS in a non-equilibrium geometry.

Each line ends with the natural charge from an NBO analysis.
Atoms and positions in Å:
C (2.37625, -1.74731, 1.47003)  -0.65
C (1.59683, -1.20961, 0.19085)  0.37
F (1.17789, -2.35304, -0.51866)  -0.36
N (0.50295, -0.29235, 0.57735)  -0.54
C (0.68098, 1.02986, 0.00701)  0.15
C (1.18374, 2.12197, 0.82458)  -0.21
C (1.37358, 3.42725, 0.18698)  -0.22
C (1.05565, 3.70553, -1.19401)  -0.21
C (0.55170, 2.60254, -2.00993)  -0.22
C (0.36290, 1.30179, -1.41079)  -0.18
S (-0.30707, -0.13437, -2.32586)  0.27
C (-1.37909, -0.87423, -1.03525)  -0.16
C (-2.68032, -1.41557, -1.36050)  -0.22
C (-3.50064, -1.95219, -0.28303)  -0.21
C (-2.95255, -1.89052, 1.06228)  -0.22
C (-1.64287, -1.37534, 1.40342)  -0.21
C (-0.81647, -0.83919, 0.32657)  0.15
H (2.05490, -2.80321, 1.65890)  0.23
H (3.47276, -1.78789, 1.22488)  0.21
H (2.23758, -1.07023, 2.34674)  0.22
H (2.37801, -0.69848, -0.43862)  0.17
H (1.39877, 1.91776, 1.89439)  0.23
H (1.77563, 4.24439, 0.82562)  0.22
H (1.16026, 4.69112, -1.69451)  0.23
H (0.27132, 2.72934, -3.07614)  0.23
H (-2.99257, -1.39278, -2.42695)  0.23
H (-4.50533, -2.33944, -0.54342)  0.23
H (-3.60406, -2.27354, 1.88205)  0.22
H (-1.23072, -1.32226, 2.43601)  0.23

Force components x, y, z for each atom (eV/Å):
C 0.120 -0.100 -0.798
C 2.021 -0.670 1.154
F -0.022 1.012 0.416
N -0.455 -0.142 -1.237
C 0.258 2.490 -0.951
C -0.689 -0.102 -2.632
C -0.324 -0.649 -0.133
C -0.406 -2.631 0.288
C 0.159 -0.467 1.772
C 0.275 0.283 1.544
S -0.383 0.547 0.838
C 0.192 0.165 1.358
C 0.896 0.116 1.753
C 2.573 1.267 -0.127
C -0.064 -0.066 -0.511
C -0.046 0.598 -2.468
C -2.768 -1.123 -0.447
H 0.095 1.014 0.148
H -0.996 0.020 0.256
H -0.036 -0.685 -0.722
H -1.214 -0.186 0.303
H -0.105 0.380 -0.934
H -0.390 -0.656 -0.604
H 0.070 -0.760 0.799
H 0.259 0.030 0.914
H 0.086 -0.061 1.018
H 0.819 0.228 0.579
H 0.698 0.350 -0.684
H -0.623 -0.203 -0.895

Calculated values
Orbital gap   8.951 eV
LUMO   0.73 eV
Molecular weight   245.32 Da
Relative energy (zero: lowest compared OMol25 entry of this formula, charge and spin)   38.7 kcal per mole
Structure (SMILES)   C[C@@H](F)N1c2ccccc2Sc2ccccc21
HOMO energy   -0.30210 Eh


[2]
ORCA calculation (the ωB97M-V functional and the def2-TZVPD basis) on C14H12FeN2O6 as an isolated structure in a non-equilibrium geometry.

Each line ends with the natural charge from an NBO analysis.
Atoms and positions in Å:
C (3.05247, -2.38799, -0.07186)  -0.23
O (1.71930, -2.58273, 0.42390)  -0.56
C (0.59284, -2.00282, -0.14704)  0.33
C (0.00772, -0.84954, 0.46829)  -0.44
C (-0.76774, -0.00778, -0.46907)  -0.44
C (-1.82488, -0.91230, -0.99083)  -0.28
C (-1.47103, -2.21928, -1.35703)  -0.25
C (-0.17654, -2.69608, -1.10442)  -0.42
Fe (-1.44010, -2.17716, 0.72094)  0.12
C (-2.26614, -1.15324, 1.86992)  0.55
O (-2.96864, -0.76884, 2.71894)  -0.51
C (-0.62836, -3.09391, 2.04192)  0.55
O (-0.36831, -3.76402, 2.94641)  -0.47
C (-2.76059, -3.41100, 0.80309)  0.55
O (-3.64906, -4.14648, 0.94409)  -0.46
H (3.69792, -2.92239, 0.63342)  0.20
H (3.17071, -2.81567, -1.07899)  0.18
H (3.29031, -1.31554, -0.06011)  0.18
H (0.43705, -0.40860, 1.36611)  0.24
H (-1.20879, 0.90688, -0.05605)  0.21
H (-0.10830, 0.42634, -1.25521)  0.23
H (-2.80396, -0.50790, -1.27818)  0.23
H (-2.15911, -2.84000, -1.93574)  0.24
H (0.15955, -3.66989, -1.47026)  0.24
N (0.19343, 2.64447, -0.77637)  -0.37
C (0.90727, 3.41810, -1.68832)  0.73
O (1.15034, 3.08425, -2.83939)  -0.51
N (1.36362, 4.66202, -1.21906)  -0.64
C (1.20009, 5.23068, 0.04569)  0.58
O (1.69047, 6.34173, 0.28498)  -0.53
C (0.43800, 4.37557, 0.92292)  -0.16
C (0.00081, 3.15653, 0.43688)  0.02
H (1.88471, 5.20134, -1.89715)  0.43
H (0.22624, 4.68114, 1.94242)  0.24
H (-0.58131, 2.52409, 1.12516)  0.21

Force components x, y, z for each atom (eV/Å):
C -0.722 0.294 -0.055
O -0.680 -0.569 0.267
C 1.070 1.299 0.407
C 3.698 0.479 -0.281
C -0.138 1.163 -0.960
C -1.193 -0.821 -1.577
C -0.494 1.458 -2.196
C 1.449 -0.987 -0.551
Fe -0.984 0.585 -0.614
C -3.507 2.126 3.845
O 1.584 -0.436 -1.703
C 2.396 -3.389 4.538
O -0.515 1.305 -1.659
C -4.457 -4.194 -0.026
O 2.096 1.868 -0.199
H -0.160 0.166 -0.213
H -0.036 0.217 0.242
H 0.096 -0.234 -0.155
H 0.363 -0.142 -0.349
H -0.087 -0.597 0.409
H -0.432 -0.620 0.080
H 0.403 -0.328 0.225
H 0.100 0.205 0.316
H -0.131 0.406 0.176
N -0.052 0.823 0.762
C 0.700 0.829 -0.739
O -0.465 0.054 1.408
N -0.015 -0.098 -0.063
C 1.167 1.461 -1.122
O -0.949 -1.712 0.137
C 0.073 0.344 0.430
C -0.530 -1.270 -0.301
H 0.008 0.075 0.080
H 0.070 0.028 -0.217
H 0.273 0.212 -0.345

Calculated values
2S+1   5
Orbital gap (spin up / spin down)   5.885 / 4.491 eV
LUMO (spin up / spin down)   0.05 / -3.54 eV
Molecular weight   360.10 Da
Relative energy (zero: lowest compared OMol25 entry of this formula, charge and spin)   12.6 kcal per mole
HOMO energy (spin up / spin down)   -0.21426 / -0.29500 Eh


[3]
ORCA calculation (the ωB97M-V functional and the def2-TZVPD basis) on one molecule with the formula C14H12N2OS2 in a non-equilibrium geometry.

Each line ends with the natural charge from an NBO analysis.
Atoms and positions in Å:
C (-2.10959, 2.39716, 0.19727)  -0.64
C (-1.55017, 2.03252, 1.59935)  -0.06
O (-0.14147, 1.63003, 1.54919)  -0.49
C (0.32015, 0.99680, 2.69849)  0.45
N (-0.30453, 1.25325, 3.85221)  -0.58
S (0.46563, 0.50815, 5.15673)  0.34
S (2.32908, 0.07437, 4.35070)  0.21
C (1.66965, 0.29526, 2.72192)  0.03
N (2.41794, -0.42903, 1.82209)  -0.41
C (1.91442, -0.66798, 0.56094)  0.10
C (2.73780, -0.34708, -0.51212)  -0.21
C (2.26866, -0.52157, -1.83719)  -0.19
C (0.95187, -1.09243, -1.98457)  -0.02
C (0.49202, -1.29679, -3.27518)  -0.15
C (-0.84596, -1.63614, -3.56242)  -0.25
C (-1.67976, -1.82108, -2.42869)  -0.19
C (-1.26923, -1.68076, -1.05000)  -0.20
C (0.10237, -1.29615, -0.92603)  -0.08
C (0.65971, -1.22556, 0.33434)  -0.20
H (-1.78609, 1.60570, -0.47164)  0.23
H (-1.91019, 3.36844, -0.25050)  0.22
H (-3.18307, 2.33408, 0.18041)  0.22
H (-2.22657, 1.11651, 1.92934)  0.19
H (-1.69954, 2.83380, 2.29358)  0.20
H (3.72508, 0.13597, -0.29782)  0.22
H (2.98710, -0.15471, -2.65574)  0.23
H (1.23792, -1.12663, -4.04429)  0.20
H (-1.07535, -1.86291, -4.53355)  0.22
H (-2.74419, -2.10745, -2.47857)  0.21
H (-1.87281, -1.81960, -0.17153)  0.22
H (0.11912, -1.49616, 1.23330)  0.20

Force components x, y, z for each atom (eV/Å):
C 0.844 -0.635 0.188
C -1.722 -1.798 -0.671
O -0.008 -1.269 1.132
C -1.362 2.475 1.010
N 2.230 -1.803 -2.366
S -0.622 0.564 0.705
S -0.778 0.684 -0.598
C 2.377 -3.553 -2.595
N -2.843 2.844 3.542
C -1.136 -0.214 -0.550
C 0.731 0.715 -2.766
C 1.560 0.325 2.282
C 1.617 1.444 -2.101
C -1.653 -0.160 -1.454
C 2.674 0.399 3.837
C -1.352 -0.214 2.768
C 1.534 0.370 -4.549
C -1.285 -1.262 1.927
C 1.291 1.207 2.213
H 0.191 0.027 -0.363
H 0.664 0.060 0.360
H -0.577 -0.150 0.498
H 1.695 1.716 -0.293
H 0.178 0.326 0.589
H -1.010 -0.578 -0.307
H -1.682 -0.972 0.948
H -0.333 -0.141 -0.331
H -1.129 -0.350 -2.137
H 0.582 0.127 -0.717
H -0.312 -0.140 -0.107
H -0.364 -0.045 -0.095

Calculated values
Orbital gap   6.900 eV
LUMO   -0.76 eV
Molecular weight   288.40 Da
Relative energy (zero: lowest compared OMol25 entry of this formula, charge and spin)   88.8 kcal per mole
Structure (SMILES)   CCOc1nss/c1=N/c1ccc2ccccc2c1
HOMO energy   -0.28152 Eh